17
Properties=species:S:1:pos:R:3 method="wB97M-V/def2-TZVPD" relative_energy_ev=2.692 lumo_energy_ev="1.18 / -0.71" multiplicity=3 e_tot_ev=-8320.1727 mol_weight_g_mol=98.15 charge=0
C 1.25227 -0.71089 -0.02139
C 0.78242 0.39972 -0.67953
C 1.17830 1.41659 -1.64325
C 0.17182 -0.98123 2.20754
C -1.79295 0.09918 -0.26699
N 0.12818 -0.86197 0.78172
N -0.47966 0.33580 0.17483
H 2.22866 -1.11210 0.01367
H 0.85011 2.33847 -1.32635
H 2.27304 1.29885 -1.72956
H 0.89742 1.24360 -2.69284
H 0.04511 0.08137 2.62312
H -0.59121 -1.70134 2.52034
H 1.13279 -1.48761 2.39369
H -2.19720 1.02114 -0.79234
H -1.82943 -0.79373 -0.83073
H -2.30537 -0.19350 0.62372